C13H17CrFO15 | wB97M-V/def2-TZVPD

* orbital gap (alpha / beta): 8.647 / 4.262 eV
* highest occupied orbital energy (alpha / beta): -10.77 / -12.05 eV
* charge: +1
* relative energy (zero: lowest compared OMol25 entry of this formula, charge and spin): 0.0 kJ/mol
* spin multiplicity: 6

```
47
C13H17CrFO15 wB97M-V/def2-TZVPD
Cr -1.04118 0.11493 -0.30942
O -3.00597 -2.04050 -2.89374
C -2.24610 -1.37140 -2.02725
O -2.76157 -0.65186 -1.16136
O -1.02403 -1.32266 -1.93888
H -3.85519 -1.71394 -2.58751
O -1.13732 2.88477 2.69085
C -1.02920 1.92992 1.73662
O -0.02198 1.34170 1.47223
O -1.98202 1.65668 1.03615
H -1.98271 3.12485 2.30447
C 1.79194 -5.27326 2.43388
C 0.44100 -4.49426 2.53336
C 0.17614 -3.60041 3.73439
O -0.31055 -2.40086 3.15852
C -0.23922 -2.49272 1.80895
O -0.89816 -1.69934 1.12817
O 0.39997 -3.60769 1.42945
H 1.71268 -5.93578 1.57197
H 1.99275 -5.88473 3.31358
H 2.65820 -4.64101 2.23908
H -0.40161 -5.18117 2.45414
H 1.06345 -3.46770 4.35340
H -0.53758 -4.04231 4.42969
C -2.83896 5.19746 -3.83954
C -1.52677 4.78901 -3.26569
C -1.34540 5.25485 -1.85094
O -1.04623 4.06950 -1.17226
C -1.03591 2.98143 -2.02525
O -0.76972 1.80251 -1.70639
O -1.40843 3.35867 -3.22624
H -3.11034 6.25302 -3.82402
H -3.62228 4.78634 -3.20276
H -3.08826 4.76320 -4.80772
H -0.74111 5.14960 -3.92963
H -2.31427 5.60367 -1.49359
H -0.61954 6.06694 -1.80928
C 3.85835 -2.05693 0.53117
C 4.34894 -0.65119 0.55795
O 3.21202 0.15947 0.30194
C 2.22464 -0.65589 -0.23840
O 1.11128 -0.25029 -0.53950
O 2.67870 -1.88284 -0.28044
F 5.31125 -0.41903 -0.35623
H 3.72653 -2.48295 1.52577
H 4.63767 -2.72625 0.16680
H 4.59614 -0.34164 1.57342
```